The following is a DFT calculation (ωB97M-V/def2-TZVPD) of a cluster of 2 separate species, C6H8N2O2 in total in a non-equilibrium geometry.

Output
Molecular weight   140.1 g mol⁻¹
Energy above the lowest of the compared OMol25 structures with the same formula, charge and spin   37.9 kcal per mole
HOMO-LUMO gap   9.92 eV
LUMO level   0.53 eV
Total charge   0
Energy   -493.3865 a.u.
Highest occupied orbital energy   -9.4 eV

Last columns: bonded neighbours and bond lengths (Å).
Positions of all 18 atoms, in Å:
1 O 3.311 -1.757 0.073  C2 1.210
2 C 2.398 -0.965 -0.001  O1 1.210, C3 1.474, N8 1.424
3 C 0.966 -1.276 -0.157  C2 1.474, C4 1.331, H9 1.106
4 C 0.052 -0.308 -0.172  C3 1.331, N5 1.369, H10 1.094
5 N 0.362 1.023 -0.099  C4 1.369, C6 1.402, H11 0.997
6 C 1.688 1.467 0.000  N5 1.402, O7 1.238, N8 1.386
7 O 1.978 2.668 0.081  C6 1.238
8 N 2.619 0.441 0.043  C2 1.424, C6 1.386, H12 1.019
9 H 0.713 -2.353 -0.188  C3 1.106
10 H -1.024 -0.509 -0.140  C4 1.094
11 H -0.424 1.622 0.033  N5 0.997
12 H 3.591 0.706 0.190  N8 1.019
13 C -2.764 -0.303 0.686  C14 1.330, H15 1.016, H16 1.106
14 C -2.599 -0.028 -0.605  C13 1.330, H17 1.085, H18 1.116
15 H -2.286 -1.024 1.217  C13 1.016
16 H -3.486 0.163 1.382  C13 1.106
17 H -1.953 -0.442 -1.372  C14 1.085
18 H -3.143 0.875 -0.971  C14 1.116